1.
156
Properties=species:S:1:pos:R:3:forces:R:3 method="wB97M-V/def2-TZVPD" gap_ev=8.2 e_homo_ha=-0.3060 max_force_ha_per_bohr=0.03219
Mg -2.937146 -0.835984 1.289791 0.6 -0.4 0.4
N -1.582576 -3.601562 1.916602 0.1 0.6 1.6
O -0.459637 -4.007786 1.796067 0.0 -0.5 -0.5
O -2.496716 -4.186520 2.507881 -0.2 -0.2 -0.5
O -1.805357 -2.374315 1.548153 -0.5 0.5 -0.5
As -0.430740 0.293140 -1.034405 0.1 0.1 -0.2
F -0.826933 -1.240000 -1.683147 -0.3 -0.3 -0.1
F 0.834861 0.519879 -2.151205 0.4 0.1 -0.1
F -0.188179 1.821396 -0.277151 0.2 0.2 0.1
F -1.807439 0.099742 0.133858 0.6 0.5 -0.5
F 0.577328 -0.462536 0.113206 0.2 0.0 0.3
F -1.555382 1.039640 -2.114719 -0.3 0.1 0.0
C 3.148038 5.830100 4.925252 0.3 0.1 -0.5
O 3.678549 4.887797 4.017092 -0.2 0.0 0.3
C 3.075030 4.998656 2.754660 0.2 -0.3 -0.4
C 3.512793 3.842542 1.879042 0.9 0.6 0.5
O 3.046283 2.655139 2.450102 -0.5 0.0 -0.2
C 3.355195 1.504856 1.702695 1.0 -0.2 -0.4
H 3.259121 6.849741 4.526927 0.0 0.0 0.0
H 3.732541 5.764379 5.838465 -0.2 -0.1 0.1
H 2.082487 5.645340 5.094720 0.0 0.0 0.2
H 3.418522 5.941392 2.303353 -0.3 0.0 -0.2
H 1.977176 4.957721 2.815945 0.0 0.3 0.2
H 4.614590 3.833034 1.898684 0.0 0.0 -0.2
H 3.205991 4.029020 0.841352 -0.3 -0.3 0.0
H 4.320356 1.594139 1.178694 0.0 0.3 0.1
H 2.631658 1.282067 0.912740 -0.3 -0.1 0.3
H 3.509382 0.687589 2.404410 -0.5 -0.2 -0.1
C 1.204012 6.417393 -0.272373 0.3 -0.5 0.3
O 0.416941 5.272094 -0.522718 0.5 -0.3 -0.1
C -0.610835 5.060565 0.390008 -1.2 0.5 -0.2
C -1.745699 6.081864 0.229882 -0.1 -0.1 1.1
O -2.235137 6.237674 -1.071101 0.3 0.2 -0.1
C -2.743115 5.058043 -1.642291 -0.5 0.0 -0.3
H 0.782578 7.310224 -0.735571 0.0 0.1 0.2
H 2.198214 6.217422 -0.674679 -0.1 0.1 -0.3
H 1.358789 6.526826 0.809311 -0.2 0.3 0.0
H -0.291444 5.103532 1.441695 0.2 -0.1 -0.1
H -1.053049 4.086251 0.189264 0.5 -0.3 0.0
H -1.429716 7.053283 0.619784 0.1 0.2 -0.5
H -2.553999 5.789539 0.929327 0.0 -0.2 -0.2
H -2.015305 4.247434 -1.698457 0.0 0.0 0.1
H -3.061656 5.295567 -2.658024 0.2 0.1 0.0
H -3.656545 4.730019 -1.119226 0.2 -0.1 0.2
C -3.295602 -1.185176 -4.184862 0.3 0.3 -0.4
O -4.430257 -0.342959 -4.294811 -0.1 -0.1 0.3
C -4.051028 0.999111 -4.526835 0.2 -0.2 0.5
C -5.235276 1.898993 -4.316593 -0.5 -0.1 -0.2
O -5.760618 1.717992 -3.014197 0.3 0.1 0.2
C -6.835381 2.593763 -2.768382 -0.2 -0.3 -0.1
H -2.548337 -0.777724 -3.497431 -0.1 0.0 0.1
H -2.818652 -1.281184 -5.169599 0.0 -0.2 0.1
H -3.615474 -2.163328 -3.838773 -0.1 -0.1 -0.1
H -3.661104 1.095723 -5.546496 0.0 0.2 0.0
H -3.270185 1.276938 -3.806118 0.1 0.0 -0.2
H -6.018156 1.668450 -5.054943 0.0 0.0 0.0
H -4.952292 2.952221 -4.434922 0.2 -0.1 -0.2
H -7.153559 2.447498 -1.736959 0.0 0.0 0.0
H -7.675108 2.335231 -3.425366 0.0 0.2 0.0
H -6.567164 3.644947 -2.919262 0.1 0.0 0.0
C 3.385780 -7.329360 -4.333536 -0.3 0.1 -0.2
O 2.742863 -6.114723 -4.655634 0.2 -0.1 -0.2
C 1.354403 -6.180852 -4.431419 0.3 0.2 0.4
C 0.757628 -4.808939 -4.646522 0.1 -0.5 -0.1
O 1.390128 -3.884879 -3.814074 0.1 0.2 0.0
C 0.873973 -2.582979 -3.994476 -0.2 -0.2 0.0
H 3.230186 -7.555299 -3.272547 0.2 -0.1 0.0
H 4.441843 -7.224100 -4.565350 0.1 0.1 0.1
H 2.990820 -8.155817 -4.940900 0.0 0.0 0.1
H 1.169044 -6.497191 -3.394423 -0.1 -0.1 -0.1
H 0.898233 -6.899035 -5.125943 -0.1 0.0 0.1
H -0.313782 -4.867724 -4.399828 0.0 0.1 -0.3
H 0.897490 -4.552459 -5.707094 -0.2 0.2 0.1
H 1.465397 -1.897910 -3.394147 0.0 0.0 0.0
H -0.172980 -2.538511 -3.668501 0.1 0.1 0.0
H 0.909928 -2.288775 -5.051134 0.1 0.0 0.0
C -3.959270 -2.887744 -0.716543 -0.2 -0.3 -0.2
O -3.804482 -1.514192 -0.359766 -0.6 0.0 -0.4
C -4.928856 -0.739305 -0.784820 -0.6 0.2 0.4
C -4.719986 0.705993 -0.391645 0.3 0.6 -1.0
O -4.201286 0.806747 0.933755 -0.7 -0.7 0.1
C -4.536569 2.009849 1.617115 0.4 0.1 -0.2
H -4.799473 -3.312457 -0.160940 0.1 -0.1 0.1
H -3.034377 -3.413661 -0.511936 0.0 0.1 0.2
H -4.184428 -2.973621 -1.780255 0.1 0.2 0.0
H -5.830845 -1.128496 -0.293275 0.1 -0.1 0.0
H -5.062723 -0.791769 -1.867123 0.1 0.0 0.0
H -5.637150 1.285734 -0.502717 -0.2 -0.3 0.3
H -4.055329 1.177079 -1.125887 0.4 -0.1 0.4
H -5.614840 2.178078 1.632521 0.0 -0.2 0.0
H -4.061198 2.849307 1.100276 0.0 0.0 0.1
H -4.149511 1.902568 2.625039 -0.1 0.1 0.1
C 3.713497 -6.425610 3.486776 -0.2 0.0 0.2
O 3.196159 -5.275217 2.883085 -0.1 0.3 0.0
C 4.139154 -4.236285 2.807442 0.0 -0.5 0.2
C 3.473199 -2.851907 2.702957 0.4 -0.2 -0.1
O 2.074384 -2.925887 2.735776 0.1 0.3 0.2
C 1.558236 -1.631286 2.889312 0.0 0.4 0.0
H 4.787910 -6.528790 3.297482 0.0 -0.2 0.0
H 3.173491 -7.287809 3.095226 0.1 0.0 -0.1
H 3.539937 -6.397609 4.572141 0.2 0.0 0.0
H 4.789801 -4.448867 1.948769 0.0 0.3 0.0
H 4.774009 -4.262027 3.704628 0.0 0.1 0.0
H 3.838791 -2.366158 1.784420 -0.3 0.1 0.0
H 3.832586 -2.229082 3.537055 -0.1 0.0 0.0
H 1.916928 -1.155973 3.818153 0.0 -0.1 0.0
H 0.468436 -1.649149 2.906437 0.0 -0.3 -0.1
H 1.861866 -0.974665 2.066795 0.0 -0.1 -0.1
C 5.485184 6.408171 -0.530340 0.2 0.3 -0.4
O 5.732084 5.339642 -1.411258 -0.1 -0.1 0.2
C 4.827594 5.297960 -2.492356 0.2 0.0 -0.1
C 5.045678 3.999975 -3.246998 0.4 0.4 -0.3
O 4.784044 2.847183 -2.497620 0.0 0.2 0.1
C 3.408877 2.579328 -2.354322 -0.3 -0.7 -0.2
H 4.487008 6.339984 -0.082971 0.0 0.0 0.1
H 5.565175 7.372285 -1.055919 -0.1 0.0 0.0
H 6.263336 6.395455 0.228921 -0.1 -0.1 0.1
H 5.037482 6.131633 -3.181471 -0.1 0.0 0.0
H 3.789117 5.406474 -2.152413 0.0 -0.1 0.1
H 6.099931 3.978371 -3.536059 0.0 -0.2 0.2
H 4.489319 4.032604 -4.196219 -0.2 -0.1 0.2
H 3.298264 1.775985 -1.626861 0.1 0.1 0.1
H 2.995137 2.176558 -3.288101 0.0 0.2 -0.1
H 2.801147 3.430693 -2.035773 0.1 0.1 0.0
C 1.996402 -3.532308 -0.651113 -0.4 0.6 0.0
O 2.020834 -4.651833 0.189137 0.3 0.2 -0.2
C 1.660613 -5.815565 -0.496217 -0.2 0.2 0.1
C 1.728315 -6.945043 0.507773 0.3 -0.3 -0.1
O 1.036940 -6.536180 1.666674 0.1 -0.6 -0.3
C 0.198045 -7.525058 2.193106 -0.1 0.2 0.8
H 2.105268 -2.627736 -0.049881 0.2 -0.2 0.2
H 1.020914 -3.403370 -1.142038 0.1 -0.3 -0.1
H 2.779604 -3.569679 -1.418623 -0.1 -0.1 0.0
H 2.316735 -5.942143 -1.371507 0.0 -0.4 0.1
H 0.631421 -5.713634 -0.879896 0.0 0.0 0.0
H 2.774445 -7.196899 0.740964 0.0 0.3 0.2
H 1.322327 -7.879671 0.094891 -0.3 0.2 -0.1
H 0.709169 -8.478799 2.388186 0.0 0.0 -0.4
H -0.699344 -7.667989 1.581327 0.1 -0.2 -0.1
H -0.113259 -7.168777 3.178376 -0.2 0.1 -0.1
C -5.177253 1.095958 5.386078 -0.4 -0.2 -0.6
O -4.315332 0.273499 4.618774 -0.2 0.2 -0.2
C -3.010474 0.245568 5.117489 0.5 0.4 0.7
C -2.116771 -0.453643 4.138306 -0.1 -0.9 0.0
O -2.158551 0.157041 2.848225 0.0 0.3 0.4
C -1.305637 1.293664 2.720988 0.6 0.4 -0.4
H -6.153634 1.072630 4.899643 0.0 -0.1 0.0
H -4.851233 2.140633 5.358486 0.2 -0.1 0.4
H -5.292854 0.692599 6.393953 0.1 0.3 0.2
H -2.954020 -0.277386 6.084792 -0.1 -0.1 -0.1
H -2.630565 1.256376 5.343289 -0.2 0.1 -0.3
H -2.460036 -1.486590 4.016917 -0.1 0.1 -0.2
H -1.090441 -0.540503 4.500816 0.0 0.3 0.0
H -1.642137 1.917167 1.895075 -0.2 -0.1 0.0
H -0.290055 0.988140 2.456989 0.0 -0.1 0.2
H -1.293423 1.901155 3.625767 -0.1 -0.2 0.1

2.
10
Properties=species:S:1:pos:R:3:forces:R:3 method="wB97M-V/def2-TZVPD" gap_ev=7.1 charge=-1 e_homo_ha=-0.1078 relative_energy_kj_mol=120.5 max_force_ha_per_bohr=0.10554
S 1.379681 1.372134 1.123329 -1.2 -0.5 0.1
H 0.113311 0.772629 1.167438 1.1 0.7 0.2
N -2.117551 -1.003283 -0.544632 2.8 1.8 -4.3
C -0.677278 -1.320933 -0.561647 2.2 0.5 -2.4
O 0.229703 -0.367367 -1.235505 -1.9 -0.6 0.7
H -2.471816 -0.086266 -0.806622 0.7 -0.4 0.4
H -2.507753 -1.421017 0.178685 -2.5 -1.7 4.1
H -0.424389 -2.146568 -1.334735 -1.0 0.3 1.9
H -0.287885 -1.481483 0.479965 -0.4 -0.2 -0.9
H 0.552535 0.296073 -0.591656 0.2 0.2 0.2

3.
22
Properties=species:S:1:pos:R:3:forces:R:3 method="wB97M-V/def2-TZVPD" gap_ev=6.3 charge=+1 e_homo_ha=-0.5146 relative_energy_kj_mol=554.0 max_force_ha_per_bohr=0.10956
N 2.228936 0.168020 1.706448 -1.6 0.6 -0.7
C -0.137891 -0.766185 0.390008 -3.0 -2.1 -4.3
C -1.404285 0.134141 0.161486 4.0 1.6 1.3
C -0.820781 1.565789 -0.107816 1.2 2.0 -1.3
C -2.375835 -0.177178 -0.880341 -1.0 -2.6 -2.8
C 0.742063 -1.141394 -0.838238 2.3 -2.9 2.2
N 1.805901 -0.137355 -1.071289 0.6 0.0 0.1
H 2.261007 -0.813727 1.841473 1.0 -1.0 0.6
H 1.183760 0.277637 1.684780 1.2 0.9 0.7
H 2.660509 0.710280 2.452690 -0.5 -0.4 0.1
H -0.241083 -1.542514 1.170582 0.9 1.1 0.5
H -1.954107 0.127245 1.057050 -0.4 0.3 1.5
H -0.161876 1.710828 -1.043325 -1.1 -1.0 1.1
H -0.162016 1.956946 0.677848 -0.3 -0.3 0.2
H -1.570810 2.385930 -0.280430 0.1 -1.2 0.5
H -1.981637 -0.572619 -1.824539 0.4 0.9 -0.1
H -3.059587 0.645320 -1.083465 0.2 0.1 0.2
H -2.952068 -1.067645 -0.656848 -0.5 0.0 0.8
H 0.094657 -1.452982 -1.685052 0.2 1.0 0.2
H 1.419901 -2.182058 -0.644589 -2.4 2.5 0.0
H 1.723096 0.590348 -0.395795 -0.9 1.4 0.0
H 2.702146 -0.418829 -0.630637 -0.6 -0.9 -1.0

4.
43
Properties=species:S:1:pos:R:3:forces:R:3 method="wB97M-V/def2-TZVPD" gap_ev=2.8 charge=+2 e_homo_ha=-0.4880 relative_energy_kj_mol=415.8 max_force_ha_per_bohr=0.22132
Hf -0.907197 -1.385531 -2.424408 2.6 1.3 11.0
F 0.377220 -3.157632 -1.680949 -2.9 3.8 -2.4
F 0.045142 -0.481232 -0.441835 -2.0 -1.4 -3.4
C -2.271276 -2.782833 0.487101 -2.4 2.9 1.0
O -2.273079 -2.271608 -0.628771 0.7 3.3 -5.9
N -1.618212 -3.781858 0.752516 4.2 -5.8 1.4
N -3.009737 -2.372324 1.525177 -1.0 1.9 0.6
H -1.736525 -4.075866 1.711508 1.0 -1.0 -0.4
H -0.870529 -4.070604 0.137935 0.0 -0.6 0.2
H -2.682028 -2.757215 2.399568 -0.4 0.3 0.2
H -3.135527 -1.372517 1.593378 -0.5 0.0 -0.2
C -2.576389 1.547154 -1.230716 2.1 3.4 0.8
O -2.379832 0.399718 -1.521725 1.3 -6.9 -2.2
N -3.345270 2.331416 -1.874612 -3.5 1.0 -2.9
N -1.881914 2.239232 -0.346896 2.1 0.1 2.1
H -3.881896 1.901071 -2.614173 -0.3 0.7 0.0
H -3.394489 3.313652 -1.644647 -0.6 -0.3 -0.4
H -1.012325 1.830448 -0.035749 -0.1 0.0 0.2
H -1.872919 3.235436 -0.513014 0.2 -0.2 0.6
C 1.190308 1.756744 -3.025925 -0.3 -0.8 1.7
O 0.214852 1.040888 -2.849527 -4.6 -3.9 0.4
N 1.889663 1.806547 -4.053105 3.4 -0.5 -7.1
N 1.722181 2.475968 -2.120218 0.0 2.3 4.2
H 2.833497 2.146342 -3.935538 -0.1 -0.1 -0.8
H 1.600557 1.468721 -4.959960 0.2 -0.1 0.2
H 2.450454 3.104690 -2.427511 -0.3 0.3 1.1
H 1.298777 2.446924 -1.203710 0.8 0.4 0.0
C 0.643159 -0.388831 3.328367 9.8 -1.4 0.0
O 1.881248 -0.499629 2.970861 -3.7 1.1 0.7
N -0.332243 -0.767094 2.656911 -5.2 -1.8 -5.6
N 0.263533 -0.193490 4.525263 1.0 2.6 6.4
H -0.069204 -0.896856 1.690431 -1.2 0.1 -0.4
H -1.150692 -0.374017 3.099329 -0.9 -0.4 -1.7
H -0.680246 -0.068325 4.862468 0.4 0.0 -0.1
H 1.032545 0.174048 5.067158 -0.4 0.0 0.8
C 3.501765 -0.289266 0.462431 3.3 -0.8 0.2
O 4.697931 -0.504177 0.644931 -0.9 0.2 -0.1
N 2.628384 -1.179156 0.012152 -1.0 -2.5 -1.2
N 2.910188 0.880294 0.583046 -1.5 3.6 0.0
H 2.970763 -2.100854 -0.218823 -0.2 0.2 0.2
H 1.658155 -0.928218 -0.113473 0.6 -0.6 0.1
H 3.365014 1.731427 0.881072 0.1 -0.6 0.2
H 1.906196 0.868412 0.473684 0.4 0.4 0.4